(1)
The following is a quantum chemistry calculation of 6 unconnected molecules or ions with the total composition C27H71F5N6O7PS at a distorted geometry, from OMol25.

XYZ file:
```
118
Properties=species:S:1:pos:R:3:forces:R:3:mulliken_charge:R:1
N -2.865 5.181 2.717 -0.359 -0.086 0.105 -0.648
C -2.655 4.663 4.085 -0.118 0.203 0.031 -0.139
C -1.170 4.548 4.445 0.068 0.036 -0.414 -0.861
C -0.504 3.238 4.000 -0.080 0.139 0.074 -0.595
C -0.311 3.072 2.489 0.053 -0.204 0.050 -0.006
C 0.505 1.820 2.147 0.064 0.267 -0.169 -0.049
P 0.851 1.660 0.315 -0.055 0.083 1.527 0.161
S 1.248 1.385 -2.005 -0.236 -0.475 -0.812 1.091
O 2.314 0.422 -2.297 -0.099 0.233 -0.059 -0.679
O -0.018 1.209 -2.723 0.243 0.039 0.113 -0.737
C 1.905 2.964 -2.872 0.216 0.078 -0.306 0.403
F 1.562 2.880 -4.187 0.213 -0.009 0.320 -0.276
F 3.265 2.999 -2.797 -0.399 0.060 0.007 -0.215
C 1.390 4.335 -2.388 -0.035 0.015 0.024 0.515
F 0.057 4.386 -2.409 0.079 -0.034 -0.016 -0.227
F 1.809 4.622 -1.154 -0.009 -0.095 -0.093 -0.225
F 1.846 5.309 -3.200 0.007 -0.026 0.002 -0.289
H -3.729 5.715 2.703 0.096 -0.060 -0.021 0.259
H -3.018 4.419 2.063 0.236 0.091 0.050 0.212
H -3.165 3.699 4.233 0.129 0.074 0.079 0.092
H -3.136 5.372 4.774 0.113 -0.150 -0.135 0.299
H -0.659 5.387 3.945 -0.087 -0.122 0.246 0.361
H -1.043 4.681 5.528 -0.050 -0.099 -0.143 0.379
H 0.482 3.179 4.488 -0.230 -0.160 -0.088 0.408
H -1.126 2.397 4.347 0.275 0.043 0.120 0.061
H -1.295 2.970 2.005 0.213 0.195 0.007 -0.004
H 0.188 3.964 2.074 -0.210 -0.212 0.039 0.380
H 1.486 1.865 2.646 -0.246 -0.102 -0.033 0.537
H -0.038 0.923 2.476 0.142 0.110 0.016 -0.694
H 1.733 0.512 0.479 -0.024 0.002 -0.121 -0.039
H 2.034 2.536 0.351 -0.107 -0.036 -0.121 -0.065
H 0.026 2.774 -0.124 0.050 0.010 -0.086 -0.134
H -0.276 0.757 0.045 0.002 0.002 -0.159 -0.190
C -2.200 -3.233 2.889 -0.055 -0.085 0.056 -1.124
C -2.005 -2.235 4.022 0.069 0.002 -0.067 0.281
C -3.032 -1.095 4.022 0.078 -0.057 0.003 -0.851
O -2.825 -0.152 2.995 -0.074 0.143 0.029 0.028
C -3.387 -0.473 1.737 0.037 0.086 -0.058 -0.663
N -0.626 -1.744 3.973 -0.058 0.102 0.119 -0.641
H -1.867 -2.822 1.939 0.011 -0.028 -0.018 -0.056
H -1.603 -4.127 3.066 0.037 0.022 -0.002 0.302
H -3.247 -3.532 2.787 -0.007 0.031 0.021 0.380
H -2.125 -2.761 4.976 -0.054 -0.010 0.005 0.420
H -2.930 -0.545 4.962 0.009 0.064 -0.036 0.309
H -4.060 -1.484 3.975 0.033 -0.073 -0.007 0.407
H -4.347 -0.989 1.855 -0.007 -0.014 0.006 0.391
H -2.722 -1.092 1.132 -0.032 -0.003 0.001 0.068
H -3.549 0.464 1.207 0.011 0.003 0.001 0.210
H -0.440 -1.153 4.778 0.016 -0.035 0.019 0.345
H -0.533 -1.123 3.173 0.030 -0.095 -0.045 0.135
C 1.697 -5.589 -1.543 0.057 -0.001 -0.048 -1.379
C 0.560 -6.109 -0.673 0.082 0.036 -0.001 0.551
C -0.646 -5.164 -0.605 -0.071 0.010 0.009 -0.962
O -0.460 -4.035 0.219 0.023 -0.041 -0.019 -0.223
C 0.199 -2.931 -0.385 -0.001 0.087 0.023 -0.392
N 1.083 -6.451 0.652 -0.085 -0.014 0.038 -0.770
H 2.256 -4.798 -1.043 -0.047 0.018 0.020 0.305
H 2.398 -6.394 -1.762 0.007 -0.016 0.029 0.372
H 1.321 -5.204 -2.492 0.005 0.008 0.010 0.202
H 0.192 -7.036 -1.127 -0.032 0.001 -0.023 0.373
H -1.484 -5.713 -0.163 0.000 0.011 0.031 0.406
H -0.951 -4.852 -1.613 0.054 -0.025 -0.021 0.395
H -0.069 -2.841 -1.441 0.018 0.029 0.004 0.340
H 1.284 -3.001 -0.294 -0.005 -0.006 -0.047 0.207
H -0.124 -2.030 0.136 -0.003 0.030 -0.013 -0.067
H 0.355 -6.899 1.200 0.009 -0.027 -0.017 0.276
H 1.281 -5.583 1.144 0.042 0.003 -0.024 0.335
C -8.586 5.204 6.767 -0.041 0.013 0.012 -1.420
C -7.421 6.112 6.389 -0.009 -0.064 0.056 0.360
C -6.975 5.975 4.928 0.020 0.077 -0.026 -0.775
O -6.222 4.814 4.651 0.018 -0.023 0.014 -0.210
C -6.965 3.641 4.387 0.078 -0.017 -0.052 -0.726
N -6.325 5.902 7.337 0.049 0.025 -0.095 -0.722
H -8.262 4.169 6.886 0.017 -0.002 -0.024 0.284
H -9.012 5.522 7.718 0.028 -0.009 0.016 0.359
H -9.373 5.231 6.010 0.007 -0.006 -0.005 0.342
H -7.757 7.147 6.507 -0.006 0.017 -0.036 0.382
H -6.311 6.813 4.696 0.027 -0.025 -0.004 0.329
H -7.836 6.039 4.248 -0.032 -0.009 0.042 0.410
H -7.893 3.872 3.853 -0.016 -0.008 0.005 0.340
H -7.207 3.091 5.300 -0.047 0.022 -0.003 0.264
H -6.347 3.002 3.757 0.005 0.004 -0.001 0.190
H -5.592 6.584 7.168 -0.028 0.030 0.041 0.275
H -5.896 5.004 7.129 -0.021 -0.016 0.036 0.313
C 2.485 -7.479 -7.578 0.031 -0.003 -0.034 -1.435
C 1.886 -6.221 -6.959 -0.034 -0.075 -0.030 0.376
C 2.148 -6.082 -5.455 0.017 0.135 0.036 -0.738
O 1.355 -6.923 -4.640 -0.047 -0.114 -0.075 -0.284
C 1.838 -8.237 -4.458 -0.045 0.060 0.089 -0.793
N 0.462 -6.155 -7.295 0.003 0.035 0.090 -0.753
H 1.903 -8.365 -7.322 -0.005 0.004 0.030 0.278
H 2.486 -7.396 -8.664 -0.033 -0.001 -0.004 0.356
H 3.512 -7.635 -7.244 -0.003 -0.003 0.010 0.346
H 2.369 -5.359 -7.431 0.026 0.018 0.031 0.404
H 1.894 -5.063 -5.156 -0.025 -0.022 0.023 0.361
H 3.212 -6.235 -5.228 0.007 -0.018 -0.041 0.428
H 2.933 -8.256 -4.431 0.014 -0.018 -0.008 0.357
H 1.490 -8.918 -5.239 0.046 0.001 -0.027 0.256
H 1.460 -8.592 -3.499 0.006 0.005 0.007 0.257
H 0.081 -5.263 -6.996 0.017 0.021 -0.057 0.287
H -0.025 -6.849 -6.735 0.000 -0.016 -0.028 0.319
C 6.160 2.957 -3.718 0.033 0.059 0.003 -1.533
C 7.507 3.359 -4.306 -0.037 -0.085 0.077 0.637
C 8.037 2.371 -5.352 0.035 0.072 -0.076 -0.752
O 8.561 1.168 -4.823 -0.035 -0.035 0.024 -0.402
C 7.605 0.162 -4.541 0.066 -0.020 -0.008 -0.637
N 8.465 3.595 -3.222 0.074 -0.020 -0.101 -0.742
H 6.259 2.139 -3.005 -0.004 -0.014 -0.004 0.171
H 5.712 3.793 -3.185 0.027 0.010 0.020 0.423
H 5.462 2.644 -4.496 -0.012 -0.009 0.013 0.332
H 7.373 4.311 -4.830 -0.004 -0.006 -0.040 0.379
H 8.870 2.841 -5.883 0.025 -0.028 0.028 0.355
H 7.258 2.144 -6.093 -0.026 0.022 0.021 0.395
H 6.792 0.173 -5.272 -0.023 0.000 0.006 0.300
H 7.178 0.265 -3.541 -0.040 0.014 -0.018 0.245
H 8.119 -0.798 -4.601 0.007 0.005 -0.002 0.252
H 9.330 3.964 -3.605 -0.020 0.034 0.009 0.265
H 8.716 2.695 -2.823 -0.046 0.014 0.052 0.300
```
Positions in Å, forces in eV/Å.

The total energy comes out at -86131.448 eV. Its net charge is -1. The strongest force on any atom is 1.5 eV/Å. As for the HOMO-LUMO gap: 0.25420 hartree.

(2)
The following is a quantum chemistry calculation of a molecular structure, C27H72F9GaO9PS at a distorted geometry, from OMol25.

XYZ file:
```
120
Properties=species:S:1:pos:R:3:forces:R:3:mulliken_charge:R:1
C 1.118 2.190 2.518 -1.020 -0.083 0.656 -0.677
C 0.453 0.960 3.176 0.959 -0.577 -1.124 -0.188
P 1.671 -0.493 3.269 -0.035 -0.169 0.775 -0.235
C 0.600 -2.004 2.899 0.217 1.080 0.031 -0.188
Ga 3.296 -0.263 1.554 0.028 0.245 -0.263 0.562
C 3.789 -2.092 0.719 -0.524 0.415 -0.339 -0.789
C 3.279 -2.192 -0.755 0.297 0.282 1.176 -0.603
C 1.806 -2.649 -0.663 0.902 0.182 -0.627 0.584
C 0.971 -2.426 -1.953 0.044 -0.364 0.030 -0.865
C -0.384 -1.747 -1.740 1.178 -0.909 0.661 0.550
F -1.278 -2.097 -2.672 -0.350 0.446 -0.805 -0.219
F -0.878 -2.291 -0.588 -0.479 0.185 0.462 -0.247
C -0.404 -0.217 -1.476 -0.226 -0.904 -0.258 0.574
F -1.652 0.171 -1.265 -0.928 0.230 -0.340 -0.272
F 0.238 -0.006 -0.370 1.162 0.251 1.112 -0.143
S 0.373 0.896 -2.783 -0.472 2.094 0.657 1.296
F 1.821 0.515 -2.364 0.305 -0.917 -0.130 -0.228
F 0.310 -0.208 -3.924 0.030 -0.418 -0.113 -0.317
F -1.070 1.435 -3.215 -0.138 -0.379 -0.572 -0.376
F 0.417 2.082 -1.730 -0.108 0.046 0.214 -0.358
F 0.991 1.882 -3.852 0.100 0.099 -0.438 -0.349
H 2.123 2.344 2.912 0.028 0.114 -0.278 0.368
H 1.106 2.101 1.433 0.408 -0.159 0.043 -0.110
H 0.506 3.063 2.769 0.236 0.053 -0.001 -0.039
H -0.362 0.645 2.512 -0.258 0.052 0.468 -0.104
H 0.108 1.189 4.182 -0.241 -0.014 -0.130 0.504
H 1.248 -2.727 2.393 -0.253 -0.118 0.084 0.248
H -0.214 -1.671 2.249 0.193 -0.197 -0.218 -0.348
H 0.158 -2.441 3.802 0.465 0.459 -0.771 0.447
H 4.597 0.468 2.185 -0.032 -0.168 0.059 -0.517
H 2.748 0.759 0.417 0.097 -0.213 -0.259 -0.304
H 4.876 -2.185 0.800 -0.119 -0.283 -0.001 0.477
H 3.261 -2.870 1.287 0.535 -0.133 0.128 0.095
H 3.905 -2.888 -1.331 -0.315 -0.013 -0.174 0.378
H 3.393 -1.188 -1.179 -0.273 -0.185 -0.318 0.122
H 1.389 -2.184 0.231 -0.231 0.082 -0.218 -0.883
H 1.857 -3.725 -0.475 -0.276 0.080 0.161 0.475
H 0.710 -3.415 -2.342 -0.184 0.173 -0.115 0.440
H 1.576 -1.957 -2.730 -0.154 0.207 0.107 0.339
C -0.470 -1.636 -7.374 0.021 0.028 -0.169 -0.984
C -1.402 -2.268 -6.360 0.273 0.265 0.247 0.059
O -0.673 -2.835 -5.280 0.006 -0.275 -0.248 -0.520
H 0.230 -2.373 -7.772 -0.068 -0.058 0.017 0.328
H -1.037 -1.204 -8.201 0.036 0.067 0.022 0.256
H 0.127 -0.848 -6.908 -0.077 0.064 -0.021 0.245
H -1.985 -3.065 -6.821 0.011 -0.065 0.118 0.375
H -2.095 -1.518 -5.960 -0.124 0.000 -0.175 0.008
H -0.171 -2.125 -4.868 -0.085 -0.108 0.060 0.219
C 1.540 7.261 3.903 -0.038 0.075 -0.141 -1.149
C 0.866 5.899 3.906 0.357 0.008 0.334 0.031
O 1.824 4.854 3.860 0.001 0.204 -0.005 -0.420
H 2.159 7.377 3.012 -0.024 -0.024 -0.007 0.260
H 0.800 8.065 3.927 0.025 0.012 0.045 0.333
H 2.200 7.368 4.768 -0.078 0.023 0.051 0.387
H 0.225 5.789 3.031 0.039 -0.134 -0.001 0.068
H 0.248 5.776 4.804 -0.166 0.101 -0.086 0.254
H 2.389 4.937 4.637 -0.030 -0.063 -0.096 0.230
C -1.137 2.210 -9.172 0.000 -0.044 -0.047 -1.000
C -2.475 2.283 -8.458 0.330 0.020 0.218 -0.278
O -2.563 1.290 -7.441 -0.145 -0.094 0.009 -0.385
H -0.996 1.224 -9.617 -0.053 0.022 -0.034 0.223
H -1.072 2.963 -9.960 0.034 0.004 0.019 0.365
H -0.315 2.367 -8.470 -0.015 0.092 -0.015 0.304
H -3.291 2.105 -9.157 -0.057 -0.076 0.102 0.292
H -2.616 3.269 -8.005 -0.049 0.066 -0.145 0.278
H -1.848 1.450 -6.814 -0.084 -0.049 -0.022 0.207
C -3.171 4.360 2.151 0.027 0.046 -0.052 -1.035
C -2.679 2.923 2.191 -0.185 0.066 0.307 0.066
O -2.087 2.621 3.446 -0.039 0.114 0.026 -0.415
H -2.345 5.048 2.337 0.031 -0.039 -0.056 0.169
H -3.615 4.597 1.182 -0.021 0.021 0.027 0.337
H -3.918 4.535 2.930 -0.063 -0.031 -0.059 0.322
H -1.919 2.758 1.428 0.074 -0.081 0.107 0.063
H -3.507 2.228 2.010 0.006 0.030 -0.191 0.327
H -2.755 2.753 4.129 0.066 -0.039 -0.071 0.225
C -0.136 -6.284 5.228 0.038 -0.058 -0.030 -1.174
C 0.570 -4.965 5.493 -0.450 0.059 0.044 0.060
O -0.156 -3.882 4.924 -0.115 -0.681 0.561 -0.458
H -0.249 -6.445 4.155 0.064 0.016 0.003 0.250
H 0.423 -7.121 5.654 -0.034 -0.009 0.009 0.362
H -1.141 -6.279 5.661 0.038 -0.033 0.077 0.394
H 1.560 -4.966 5.045 -0.010 0.152 0.020 -0.020
H 0.682 -4.795 6.569 0.185 -0.128 0.010 0.247
H -1.033 -3.865 5.324 0.061 0.043 -0.102 0.200
C 4.365 -7.155 4.310 -0.051 -0.017 -0.020 -0.965
C 4.536 -5.721 4.778 0.070 -0.241 0.216 -0.124
O 3.858 -5.504 6.013 -0.065 0.017 0.011 -0.486
H 3.307 -7.392 4.188 0.006 0.056 -0.055 0.231
H 4.875 -7.320 3.359 0.001 -0.025 0.017 0.327
H 4.769 -7.854 5.049 0.085 0.011 -0.043 0.319
H 4.115 -5.029 4.050 -0.031 0.085 0.116 0.155
H 5.596 -5.481 4.907 0.017 0.038 -0.171 0.314
H 4.234 -6.104 6.666 -0.027 0.077 -0.066 0.267
C -3.901 -4.315 1.979 -0.086 -0.052 0.051 -0.986
C -3.637 -2.916 2.509 0.320 -0.058 -0.369 -0.319
O -2.244 -2.653 2.581 -0.605 -0.138 0.126 -0.318
H -3.425 -5.060 2.618 -0.024 0.035 0.040 0.209
H -4.973 -4.523 1.933 0.015 -0.023 -0.039 0.371
H -3.480 -4.432 0.978 -0.067 0.047 -0.026 0.294
H -4.041 -2.807 3.517 0.078 0.062 0.019 0.316
H -4.110 -2.164 1.866 -0.193 -0.044 0.070 0.234
H -1.889 -2.738 1.688 0.180 0.066 0.142 0.135
C -4.790 -0.426 -3.463 -0.032 -0.040 0.070 -0.678
C -5.433 -1.292 -4.530 0.379 0.345 -0.131 -0.343
O -5.794 -0.505 -5.665 -0.148 -0.087 -0.038 -0.544
H -5.473 0.367 -3.154 -0.042 -0.054 0.011 0.340
H -4.518 -1.018 -2.587 0.067 0.033 -0.009 0.274
H -3.889 0.058 -3.849 0.057 -0.094 0.037 0.087
H -6.342 -1.757 -4.149 -0.069 0.041 -0.140 0.359
H -4.749 -2.085 -4.850 -0.024 -0.089 0.147 0.204
H -4.988 -0.100 -6.009 -0.074 -0.023 0.014 0.307
C 2.201 8.769 -0.257 -0.074 0.022 0.031 -0.932
C 3.312 9.231 0.669 0.103 -0.308 -0.299 -0.286
O 4.000 8.121 1.232 0.013 0.127 0.116 -0.506
H 1.493 8.140 0.284 0.002 0.048 0.033 0.226
H 1.665 9.619 -0.682 0.005 -0.024 -0.031 0.316
H 2.606 8.167 -1.075 0.012 0.075 -0.039 0.322
H 2.903 9.813 1.495 0.084 -0.067 0.078 0.270
H 4.029 9.858 0.127 -0.109 0.151 0.013 0.313
H 4.373 7.607 0.507 -0.054 -0.032 0.128 0.293
```
Positions in Å, forces in eV/Å.

The total energy comes out at -144547.070 eV. Its net charge is -1. The strongest force on any atom is 2.2 eV/Å. As for the HOMO-LUMO gap: 0.17012 hartree.